Density functional theory data (ωB97M-V/def2-TZVPD) for a 3-piece molecular cluster, C8H21B2INO5S overall.

```
! RIJCOSX wB97M-V def2-TZVPD def2/J DEFGRID3
* xyz 1 1
N -1.733 -0.142 2.383
B -1.144 -1.076 1.504
O 0.093 -1.056 1.030
S -2.191 -2.626 0.839
I -2.175 -4.294 2.538
B -3.955 -1.897 0.727
O -4.146 -1.132 -0.369
O -4.869 -2.215 1.648
H -2.140 0.665 1.923
H -2.395 -0.552 3.031
H 0.128 -1.073 0.062
H -3.735 -0.263 -0.311
H -5.207 -1.429 2.091
C 0.891 3.451 0.370
C 0.497 4.713 1.140
C -0.974 4.452 1.436
O -1.106 3.027 1.566
C 0.086 2.388 1.103
H 1.960 3.246 0.376
H 0.565 3.527 -0.668
H 1.064 4.778 2.069
H 0.653 5.632 0.580
H -1.612 4.788 0.613
H -1.318 4.925 2.354
H 0.626 1.995 1.971
H -0.200 1.550 0.463
C 3.318 -2.538 -3.009
C 2.764 -3.304 -1.804
C 1.886 -2.243 -1.159
O 1.397 -1.412 -2.209
C 2.120 -1.691 -3.421
H 3.669 -3.182 -3.811
H 4.145 -1.898 -2.698
H 2.158 -4.145 -2.142
H 3.529 -3.685 -1.131
H 2.457 -1.621 -0.461
H 1.035 -2.677 -0.632
H 1.460 -2.236 -4.102
H 2.400 -0.750 -3.891
*
```

For the largest force on an atom, the calculation gives 1.22 eV/Å. The frontier orbital gap comes out at 6.6330 eV. As for the HOMO energy: -0.44362 hartree.